1.
Density functional theory data (ωB97M-V with the def2-TZVPD basis set) for the molecule C7H19ClSi2.

Max |F| in eV/A: 2.09
Kohn-Sham gap in Eh: 0.384
SMILES string: C[Si](C)(C)C[Si](C)(C)CCl
E_LUMO in eV: 0.772
Electronic energy in a.u.: -1317.3402
Charge: 0

```
29
Properties=species:S:1:pos:R:3:forces:R:3
Cl 1.101722 -3.886643 0.431789 0.45 -1.67 0.48
C -0.543071 2.788084 -0.429185 -0.64 -0.19 0.58
C -2.996985 1.040868 0.814348 0.30 -0.05 -0.41
C -1.601034 0.166188 -1.653510 0.08 0.17 -0.32
C 2.437395 -1.308969 1.734540 -0.46 -0.08 -0.19
C 2.299326 -0.200564 -1.042321 0.56 0.04 -0.28
C 0.417571 -2.511790 -0.361429 -0.84 1.43 0.42
C -0.023456 0.207442 1.024713 0.03 -0.55 -1.24
Si -1.296272 1.098321 -0.037847 0.45 -1.01 -0.28
Si 1.308981 -0.975532 0.290268 -0.71 1.73 0.94
H -1.165891 3.315898 -1.129760 -0.24 0.33 -0.46
H 0.469316 2.767723 -0.806083 0.26 -0.34 -0.25
H -0.507068 3.401756 0.467122 -0.05 0.09 0.26
H -2.924005 0.827427 1.879424 -0.02 0.29 0.08
H -3.542607 1.954157 0.621519 -0.22 0.40 0.29
H -3.618517 0.251005 0.374415 0.31 -0.01 0.00
H -2.064016 0.873569 -2.334826 -0.24 0.20 -0.25
H -0.734939 -0.207608 -2.197265 0.33 0.09 0.15
H -2.290303 -0.672517 -1.591800 -0.12 -0.08 0.32
H 3.368117 -1.745969 1.417882 0.43 -0.32 -0.01
H 2.641201 -0.412244 2.317058 -0.06 0.09 -0.07
H 1.892699 -2.016871 2.345530 0.15 -0.22 0.49
H 2.567183 0.839014 -0.815093 -0.12 -0.21 -0.18
H 3.220424 -0.777897 -1.120126 0.24 0.04 -0.02
H 1.827100 -0.295181 -2.008524 -0.24 0.35 -0.38
H -0.650867 -2.416656 -0.044099 0.74 -0.26 -0.74
H 0.569976 -2.601618 -1.431341 -0.42 -0.10 -0.12
H 0.410290 0.980259 1.639949 0.40 0.11 0.47
H -0.572271 -0.481653 1.644652 -0.35 -0.25 0.72
```
Forces are in eV/Å.

=====

2.
Density functional theory data (ωB97M-V with the def2-TZVPD basis set) for a cluster of 3 separate species, C12H29NO4S2 in total.

Max |F| in eV/A: 1.34
Kohn-Sham gap in Eh: 0.356
SMILES string: CCSCNC(=O)OS.CCOCC.CCOCC
E_LUMO in eV: 0.658
Electronic energy in a.u.: -1626.6555
Charge: 0

```
48
Properties=species:S:1:pos:R:3:forces:R:3
C 3.592256 1.975966 -4.008956 -0.43 0.07 -0.25
C 2.586043 1.907244 -5.165055 -0.10 0.12 0.53
S 2.018953 3.522783 -5.759723 0.19 -0.06 -0.12
C 1.121116 4.083032 -4.305435 -0.29 0.47 -0.24
N -0.211980 3.484321 -4.180043 0.67 -1.00 0.07
C -0.299328 2.445096 -3.282377 0.24 0.14 1.20
O 0.367552 2.298583 -2.273696 -0.52 0.03 -1.24
O -1.330599 1.599199 -3.629331 0.66 0.21 0.20
S -0.947298 -0.039063 -3.613278 -0.24 -0.71 -0.25
H 3.249481 1.354947 -3.192545 0.07 -0.24 0.22
H 3.655846 2.985471 -3.628182 0.18 0.26 0.12
H 4.574900 1.660674 -4.324371 0.31 -0.06 -0.03
H 1.709674 1.356170 -4.843875 -0.24 -0.18 -0.06
H 2.988800 1.372831 -6.011730 0.08 -0.01 -0.36
H 1.685964 3.916472 -3.401682 0.06 -0.16 0.28
H 1.015521 5.151341 -4.433070 -0.01 0.28 -0.05
H -0.526230 3.152679 -5.081659 -0.39 0.29 -0.15
H 0.142987 -0.123523 -2.823003 -0.15 0.48 0.24
C 0.621719 -0.104015 1.089862 0.15 0.00 0.04
C 0.212850 -1.225335 0.152807 -0.11 0.15 0.09
O 1.187043 -1.529857 -0.834623 -0.10 0.00 -0.21
C 2.440188 -1.969169 -0.347190 0.12 -0.03 0.01
C 2.369911 -3.256753 0.455886 -0.11 0.03 0.06
H 0.926112 0.776203 0.521615 -0.06 0.00 -0.04
H -0.215180 0.163629 1.735005 -0.03 -0.03 0.01
H 1.454843 -0.392880 1.733506 -0.04 -0.01 0.04
H -0.673824 -0.922186 -0.403910 0.01 -0.03 -0.07
H -0.058904 -2.123990 0.717549 0.04 -0.01 0.01
H 2.924094 -1.178291 0.236783 -0.02 -0.01 0.03
H 3.053238 -2.126702 -1.235061 -0.03 0.02 -0.04
H 1.840054 -3.119474 1.399542 0.04 0.01 0.02
H 3.375570 -3.607344 0.688875 0.02 0.00 -0.01
H 1.851590 -4.031481 -0.110069 0.03 -0.02 -0.03
C -3.580973 -2.808429 3.776251 -0.07 0.10 0.02
C -2.297462 -2.107864 4.189016 0.00 -0.12 0.01
O -2.221497 -0.757947 3.773641 0.12 0.05 -0.10
C -3.220182 0.103604 4.285960 -0.08 0.09 0.05
C -3.212740 0.222923 5.800736 0.03 -0.13 0.02
H -3.748534 -2.696147 2.704613 0.03 -0.03 -0.02
H -3.519424 -3.870953 4.011430 0.02 -0.02 0.00
H -4.451566 -2.405404 4.295573 0.00 -0.03 0.03
H -1.446938 -2.598739 3.715425 0.03 0.04 -0.02
H -2.146075 -2.186827 5.271674 -0.04 0.00 0.01
H -4.210845 -0.200181 3.929233 -0.01 -0.02 0.03
H -3.010339 1.076724 3.842682 0.04 -0.01 -0.04
H -3.506771 -0.709188 6.285736 -0.04 0.02 0.00
H -3.913107 0.995579 6.118110 -0.01 0.02 -0.01
H -2.216509 0.486273 6.157350 0.01 0.04 -0.01
```
Forces are in eV/Å.

=====

Copy entry 1 word for word.
Density functional theory data (ωB97M-V with the def2-TZVPD basis set) for the molecule C7H19ClSi2.

Max |F| in eV/A: 2.09
Kohn-Sham gap in Eh: 0.384
SMILES string: C[Si](C)(C)C[Si](C)(C)CCl
E_LUMO in eV: 0.772
Electronic energy in a.u.: -1317.3402
Charge: 0

```
29
Properties=species:S:1:pos:R:3:forces:R:3
Cl 1.101722 -3.886643 0.431789 0.45 -1.67 0.48
C -0.543071 2.788084 -0.429185 -0.64 -0.19 0.58
C -2.996985 1.040868 0.814348 0.30 -0.05 -0.41
C -1.601034 0.166188 -1.653510 0.08 0.17 -0.32
C 2.437395 -1.308969 1.734540 -0.46 -0.08 -0.19
C 2.299326 -0.200564 -1.042321 0.56 0.04 -0.28
C 0.417571 -2.511790 -0.361429 -0.84 1.43 0.42
C -0.023456 0.207442 1.024713 0.03 -0.55 -1.24
Si -1.296272 1.098321 -0.037847 0.45 -1.01 -0.28
Si 1.308981 -0.975532 0.290268 -0.71 1.73 0.94
H -1.165891 3.315898 -1.129760 -0.24 0.33 -0.46
H 0.469316 2.767723 -0.806083 0.26 -0.34 -0.25
H -0.507068 3.401756 0.467122 -0.05 0.09 0.26
H -2.924005 0.827427 1.879424 -0.02 0.29 0.08
H -3.542607 1.954157 0.621519 -0.22 0.40 0.29
H -3.618517 0.251005 0.374415 0.31 -0.01 0.00
H -2.064016 0.873569 -2.334826 -0.24 0.20 -0.25
H -0.734939 -0.207608 -2.197265 0.33 0.09 0.15
H -2.290303 -0.672517 -1.591800 -0.12 -0.08 0.32
H 3.368117 -1.745969 1.417882 0.43 -0.32 -0.01
H 2.641201 -0.412244 2.317058 -0.06 0.09 -0.07
H 1.892699 -2.016871 2.345530 0.15 -0.22 0.49
H 2.567183 0.839014 -0.815093 -0.12 -0.21 -0.18
H 3.220424 -0.777897 -1.120126 0.24 0.04 -0.02
H 1.827100 -0.295181 -2.008524 -0.24 0.35 -0.38
H -0.650867 -2.416656 -0.044099 0.74 -0.26 -0.74
H 0.569976 -2.601618 -1.431341 -0.42 -0.10 -0.12
H 0.410290 0.980259 1.639949 0.40 0.11 0.47
H -0.572271 -0.481653 1.644652 -0.35 -0.25 0.72
```
Forces are in eV/Å.

=====

Q: max |F| of number 1 (C7H19ClSi2)?
A: 2.09 eV/A